The following is a DFT calculation (ωB97M-V/def2-TZVPD) of a single C7H6Br2FNO3 molecule.

Values from the calculation:
* charge: 0
* LUMO energy: -0.03255 Ha
* highest occupied orbital energy: -8.961 eV

```
20
Properties=species:S:1:pos:R:3:forces:R:3
C -1.03876 1.10137 -2.13895 1.4 -1.6 -0.4
C 0.56754 0.19409 0.00754 -3.9 1.1 -2.2
C -0.34454 0.08410 -2.77521 -1.3 2.8 3.0
C 0.95764 -0.68992 -0.85645 1.2 -1.2 -0.4
C 0.38103 -1.10155 -2.18338 -1.2 0.7 -1.4
C -1.22253 1.19872 -0.63764 4.4 -0.3 -2.9
C 0.66961 0.07924 2.36186 -1.4 -3.7 1.0
N -2.04302 0.24567 -0.09800 -2.2 -0.9 2.7
O -2.20841 -0.79826 -0.68005 -0.3 -1.0 -0.4
O -2.52627 0.51445 1.00622 -0.1 -0.8 -0.2
O 0.81681 0.72409 1.10880 1.4 1.3 1.9
F -0.19099 0.25841 -4.06183 0.2 -0.5 -1.8
Br 2.59676 -1.59304 -0.39594 -0.2 0.0 0.0
Br -1.37662 2.86890 0.17805 0.3 0.4 -0.3
H -1.38405 1.87901 -2.81485 -0.1 0.1 0.4
H -0.44336 -1.84526 -2.10367 0.9 -0.1 0.4
H 1.10392 -1.42459 -2.99580 -0.5 0.2 1.5
H -0.39543 -0.46700 2.48322 2.3 1.5 -0.5
H 0.78610 0.80558 3.14141 0.0 0.5 0.1
H 1.45425 -0.74309 2.50375 -0.9 1.2 -0.4
```
Positions in Å, forces in eV/Å.